{"formula": "C29H42ClN3O2SiYb", "method": "wB97M-V/def2-TZVPD", "species": ["Yb", "Cl", "N", "N", "C", "C", "C", "C", "C", "C", "H", "H", "H", "H", "H", "H", "C", "C", "C", "C", "H", "H", "H", "H", "H", "H", "O", "H", "H", "O", "H", "H", "C", "C", "C", "H", "H", "C", "C", "H", "C", "C", "C", "C", "H", "C", "H", "H", "H", "H", "H", "H", "H", "H", "C", "Si", "C", "C", "N", "C", "C", "C", "C", "C", "C", "H", "H", "H", "H", "H", "H", "H", "H", "H", "H", "H", "H", "H", "H"], "positions_angstrom": [[1.11322, 1.11118, -1.77190], [3.50133, 1.48257, -0.51964], [1.38964, -1.53944, -1.46358], [-1.08560, 2.10637, -1.06409], [2.20646, -1.79331, -2.46228], [-1.47225, 2.91330, -2.04203], [1.52142, -2.68776, -0.50385], [2.72057, -3.48056, -1.06803], [0.28433, -3.57768, -0.50675], [1.81482, -2.15494, 0.88485], [0.10328, -3.99147, -1.50976], [-0.60747, -3.01445, -0.18975], [0.41699, -4.42150, 0.18478], [2.75423, -1.58553, 0.86235], [1.92200, -2.97908, 1.59591], [1.01885, -1.48862, 1.24302], [-1.95782, 2.38740, 0.11856], [-2.79421, 3.58590, -0.34855], [-1.10521, 2.73572, 1.32645], [-2.86767, 1.21173, 0.42536], [-3.47210, 0.95100, -0.45722], [-3.54927, 1.47193, 1.24204], [-2.28582, 0.33243, 0.73623], [-0.40824, 3.54534, 1.06729], [-0.54277, 1.85908, 1.68256], [-1.75019, 3.08355, 2.14565], [-2.40543, 3.78501, -1.74207], [-2.57812, 4.51027, 0.20640], [-3.87781, 3.41470, -0.32939], [2.99445, -2.84916, -2.35489], [2.51979, -4.54625, -1.25945], [3.62090, -3.40038, -0.44510], [2.25531, -0.89383, -3.69544], [-0.84106, 2.88253, -3.44335], [-0.64254, 1.47167, -4.02445], [0.13283, 3.39485, -3.32040], [-1.45559, 3.56783, -4.06438], [0.56268, 0.90883, -4.05169], [0.87992, -0.38083, -4.14247], [2.69918, 2.69635, -0.98949], [-0.17554, -1.21890, -4.71841], [-1.38705, -0.66823, -4.93117], [0.22503, -2.61613, -5.09023], [-1.71622, 0.68095, -4.56429], [-2.18157, -1.24161, -5.40955], [-3.05262, 1.33140, -4.76872], [-3.68898, 0.70404, -5.40858], [-2.94091, 2.30426, -5.24444], [-3.57298, 1.49810, -3.82075], [1.23520, -2.67126, -5.50962], [-0.47695, -3.00976, -5.84584], [0.20374, -3.29590, -4.22507], [2.83424, -1.41663, -4.47843], [2.92132, -0.02195, -3.39184], [2.92373, 1.56741, 2.46973], [1.78206, 0.92941, 3.78748], [2.74546, -0.27917, 4.85181], [1.18892, 2.38921, 4.80285], [0.42037, 0.11763, 3.04649], [-0.56040, -0.59168, 3.56634], [-1.41678, -1.36232, 2.67532], [-2.40490, -2.18902, 3.18905], [-2.62174, -2.28663, 4.55661], [-1.84872, -1.52050, 5.45816], [-0.85357, -0.67652, 4.97304], [3.80241, 2.06184, 2.90179], [2.43407, 2.29587, 1.81571], [3.30384, 0.74090, 1.86082], [3.54667, 0.24384, 5.39229], [2.10044, -0.77371, 5.59069], [3.20509, -1.06297, 4.23257], [0.96018, 3.25155, 4.16088], [0.28115, 2.14142, 5.36956], [1.96753, 2.69252, 5.51579], [-1.22448, -1.28225, 1.60978], [-3.01731, -2.77426, 2.48498], [-3.39597, -2.95271, 4.95347], [-2.02149, -1.58304, 6.52390], [-0.25631, -0.07994, 5.66640]], "forces_ev_per_angstrom": [[0.173, -0.173, 1.457], [0.974, -1.263, -0.401], [1.115, -0.885, -1.582], [-0.935, 1.230, -1.782], [-2.233, 1.206, 1.543], [1.672, -2.623, 1.615], [0.289, 0.179, 0.071], [0.193, 0.079, -0.223], [-0.544, 0.187, -0.174], [0.071, 0.247, 0.071], [-0.003, 0.140, 0.171], [0.296, -0.181, -0.096], [0.036, 0.250, -0.095], [-0.209, -0.037, 0.083], [-0.028, 0.052, 0.013], [0.236, -0.111, 0.047], [0.275, 0.058, -0.057], [0.021, 0.407, -0.243], [0.191, 0.108, 0.120], [0.025, -0.543, -0.233], [0.147, 0.031, 0.183], [0.116, -0.043, -0.034], [-0.216, 0.303, -0.070], [-0.091, -0.171, 0.093], [-0.069, 0.157, 0.007], [0.138, -0.113, -0.100], [-0.912, 0.854, -0.222], [0.055, -0.225, -0.272], [0.275, -0.053, -0.070], [0.484, -0.614, -0.340], [-0.043, 0.412, 0.028], [-0.171, 0.110, -0.212], [1.013, -0.112, 0.209], [-0.813, 0.847, 0.240], [-3.914, -0.413, -1.421], [-0.188, -0.384, -0.221], [0.253, -0.472, 0.152], [4.246, 2.602, 2.272], [-1.736, -2.646, -1.709], [-0.888, 1.189, -0.508], [3.825, -0.271, 1.210], [-2.252, 1.849, -0.242], [-0.878, -0.628, -0.359], [1.479, 0.563, 0.651], [0.150, -0.079, 0.053], [-0.373, -0.795, -0.203], [0.000, 0.203, 0.182], [0.016, 0.042, -0.072], [-0.007, -0.052, -0.008], [-0.172, 0.154, 0.051], [0.276, -0.074, 0.270], [-0.026, 0.155, -0.124], [-0.317, 0.134, 0.224], [-0.788, -0.728, -0.516], [0.232, 0.023, 0.265], [-2.065, -1.192, -0.752], [0.305, -0.049, 0.385], [0.101, 0.350, 0.450], [1.783, 1.177, -0.300], [-0.363, -0.366, -0.243], [0.080, 0.151, 1.165], [0.157, 0.118, -0.713], [-0.336, -0.197, 1.160], [0.167, 0.076, -1.234], [-0.401, -0.440, 0.075], [-0.064, 0.018, 0.049], [0.045, -0.200, 0.065], [-0.190, 0.200, 0.143], [-0.017, -0.162, -0.011], [0.111, 0.104, -0.157], [-0.114, 0.190, 0.083], [0.047, -0.180, 0.087], [0.204, 0.041, -0.117], [-0.134, 0.137, -0.014], [-0.011, -0.063, 0.080], [0.210, 0.208, 0.393], [0.249, 0.227, -0.199], [-0.087, -0.051, 0.100], [-0.141, -0.179, -0.189]], "spin_multiplicity": 2, "homo_ha": [-0.0959, -0.1101], "e_lumo_ev": [2.44, 2.41], "largest_force_ev_per_a": 5.47, "s2": 0.7525, "total_charge": -1, "orbital_gap_ev": [5.05, 5.40], "molar_mass_g_mol": 701.3}